# C38H55N9O3SY

A molecular structure, C38H55N9O3SY (ωB97M-V/def2-TZVPD, OMol25).

ORCA input file:
```
! RIJCOSX wB97M-V def2-TZVPD def2/J DEFGRID3
* xyz 3 1
Y -0.319 -0.624 0.769
S 0.946 -1.335 -2.633
O 0.972 -0.607 -1.276
O -2.424 -1.038 -0.628
O -2.257 -2.550 -2.303
N 1.398 2.684 0.986
N -4.540 -2.107 -3.342
N -2.483 0.624 2.163
N -0.427 1.691 -0.172
N -0.599 -3.103 0.235
N 0.861 0.905 2.469
N -0.475 -2.376 2.835
N 1.817 -1.991 1.147
N -4.479 1.655 3.438
C 0.841 -2.968 3.236
C 5.192 1.239 -2.401
C 4.197 0.523 -3.055
C 2.347 2.658 3.148
C 2.466 2.935 -3.805
C 0.380 2.730 0.040
C -1.351 1.834 -1.158
C 0.286 -0.182 -3.855
C 2.677 -1.471 -3.252
C 1.751 0.968 4.713
C -1.720 -3.633 1.027
C 2.747 3.088 -5.158
C 0.980 0.421 3.733
C 1.677 1.882 -3.366
C 2.479 2.120 4.400
C -1.510 -3.406 2.539
C -3.518 1.155 1.223
C 2.057 -2.338 2.563
C -3.266 2.420 3.720
C -2.043 1.760 3.022
C -4.172 -1.176 -2.223
C -3.145 -0.381 3.038
C 1.162 0.966 -4.278
C -4.747 1.695 2.006
C -1.511 2.959 -1.916
C -2.806 -1.628 -1.675
C 3.721 -0.671 -2.520
C 0.591 -3.980 0.261
C 2.242 2.174 -6.073
C 1.513 2.039 2.207
C 1.455 1.117 -5.633
C 5.731 0.764 -1.212
C -4.298 0.270 3.857
C 0.275 3.924 -0.684
C 1.870 -3.163 0.242
C -0.673 4.045 -1.662
C 5.284 -0.444 -0.687
C 4.288 -1.155 -1.340
H -4.762 -1.635 -4.216
H -2.451 -3.077 2.970
H -2.007 0.987 -1.297
H -5.231 -0.273 3.708
H -2.391 -0.793 3.715
H 0.940 4.749 -0.454
H -0.665 0.139 -3.420
H 1.793 0.515 5.695
H 2.862 3.577 2.885
H -3.412 3.442 3.371
H 2.343 -1.425 3.077
H 3.362 3.912 -5.500
H -1.256 -4.339 3.038
H -3.057 1.952 0.647
H -3.798 0.355 0.544
H -0.916 -3.042 -0.732
H -5.319 -2.718 -3.112
H -4.924 -1.204 -1.441
H 5.745 -0.850 0.207
H 2.024 -2.784 -0.760
H -0.767 4.967 -2.225
H 0.974 -2.886 4.315
H -1.506 2.470 2.392
H 3.993 -2.127 -0.957
H 1.492 1.742 -2.308
H -3.116 2.458 4.799
H -4.100 -0.157 -2.595
H 0.075 -0.833 -4.709
H -2.275 3.003 -2.680
H 5.561 2.161 -2.836
H 6.522 1.314 -0.715
H -3.516 -1.184 2.396
H -4.966 2.724 1.718
H -4.075 0.253 4.924
H 1.988 3.495 0.938
H 2.717 -3.804 0.490
H 2.895 -3.031 2.660
H -0.823 -1.870 3.637
H -1.870 -4.695 0.836
H -3.677 -2.682 -3.435
H 3.812 0.883 -4.006
H 0.816 -4.033 3.026
H 2.618 -1.194 -4.307
H -2.621 -3.115 0.705
H 1.065 0.404 -6.356
H 0.547 -4.618 1.140
H -1.346 1.373 3.763
H 0.394 -0.458 3.954
H 2.462 2.280 -7.128
H 0.592 -4.649 -0.599
H 3.115 2.595 5.138
H 2.873 -2.542 -3.183
H -5.637 1.098 1.803
H 2.882 3.633 -3.086
H 2.583 -1.385 0.859
*
```

The HOMO energy comes out at -14.79 eV. As for the total energy: -71713.5831 eV. For the lowest unoccupied orbital energy, the calculation gives -0.254 Eh. The value obtained for the largest force on an atom is 0.70 eV/A. The HOMO-LUMO gap comes out at 7.880 eV.